Here is an isolated molecule of C4H8N2 from the OMol25 dataset. Energies are from ωB97M-V/def2-TZVPD.

Last column: Löwdin charge in e.
Geometry (Å):
C1 0.446 0.842 -0.501  -0.288
N1 1.692 1.539 -0.230  -0.005
C2 0.271 -0.476 0.236  -0.349
C3 1.199 -1.317 0.681  0.049
H1 1.696 1.898 0.719  0.070
H2 2.470 0.893 -0.309  0.061
H3 0.398 0.614 -1.571  0.119
H4 -0.379 1.524 -0.290  0.109
H5 0.933 -2.320 0.998  0.027
C4 -2.275 -0.657 -0.324  -0.144
N2 -1.436 -0.942 0.560  0.009
H6 0.312 -0.413 1.541  0.223
H7 -2.088 -0.009 -1.188  0.061
H8 -3.239 -1.176 -0.322  0.060

Properties
HOMO level (eV): -8.1
Kohn-Sham gap (eV): 8.8


Here is C3H5CdO3 as an isolated structure from the OMol25 dataset. Energies are from ωB97M-V/def2-TZVPD.

Last column: Löwdin charge in e.
Geometry (Å):
Cd1 -0.423 0.852 1.985  1.549
O1 1.067 2.095 1.148  -0.014
O2 0.968 0.093 0.332  -0.122
C1 0.223 -0.659 -0.678  -0.098
C2 -1.140 -0.962 -0.042  -0.329
O3 -1.580 0.125 0.704  -0.426
C3 1.230 1.380 0.164  -0.289
H1 0.097 -0.004 -1.548  0.137
H2 0.796 -1.553 -0.944  0.143
H3 -1.056 -1.897 0.544  0.123
H4 -1.834 -1.191 -0.872  0.138
H5 1.652 1.720 -0.793  0.189

Properties
HOMO level (eV): -14.3
Charge: +1
Kohn-Sham gap (eV): 8.3


Here is C12H30AsN3S2V as an isolated structure from the OMol25 dataset. Energies are from ωB97M-V/def2-TZVPD.

Last column: Mulliken spin population.
Geometry (Å):
V1 0.236 -0.787 0.532  2.241
N1 0.686 -1.494 -1.346  -0.053
C1 1.445 -2.821 -1.290  0.010
C2 2.689 -2.836 -0.376  0.014
C3 2.441 -2.820 1.138  0.008
N2 1.875 -1.492 1.645  -0.034
H1 -0.097 -1.735 -2.019  0.009
H2 1.286 -0.805 -1.830  0.005
H3 1.689 -3.085 -2.296  0.007
H4 0.703 -3.566 -0.978  -0.007
H5 3.278 -1.972 -0.605  -0.005
H6 3.196 -3.818 -0.574  0.000
H7 3.369 -2.986 1.648  0.004
H8 1.788 -3.640 1.468  -0.008
H9 2.656 -0.847 1.734  0.004
H10 1.650 -1.646 2.646  0.011
S1 -1.829 -1.391 1.355  -0.048
C4 -2.939 -1.778 0.036  0.010
N3 -3.609 -2.896 0.090  -0.005
C5 -4.788 -2.959 -0.807  0.001
C6 -4.503 -1.937 -1.919  0.001
S2 -3.285 -0.741 -1.181  0.000
H11 -3.584 -3.551 0.874  0.001
H12 -5.751 -2.678 -0.330  0.000
H13 -4.847 -4.036 -1.132  0.000
H14 -5.446 -1.358 -2.179  0.000
H15 -3.996 -2.324 -2.771  0.000
C7 3.228 1.555 0.121  0.007
C8 2.062 2.452 -0.398  -0.005
As1 0.298 1.705 0.224  -0.157
C9 -0.967 2.498 -1.016  -0.001
C10 -1.055 4.018 -0.781  -0.006
C11 -0.047 2.453 2.052  0.002
C12 0.861 3.674 2.282  -0.004
H16 4.185 1.979 -0.125  0.000
H17 3.247 0.538 -0.219  0.004
H18 3.315 1.444 1.254  -0.001
H19 2.006 2.468 -1.486  -0.001
H20 2.211 3.451 -0.066  -0.002
H21 -1.981 2.040 -0.995  -0.002
H22 -0.549 2.317 -2.020  -0.001
H23 -1.553 4.216 0.138  0.000
H24 -1.641 4.430 -1.616  -0.001
H25 -0.062 4.487 -0.812  0.000
H26 -0.012 1.612 2.731  0.005
H27 -1.063 2.778 2.064  -0.001
H28 1.907 3.358 2.441  0.000
H29 0.545 4.108 3.203  0.000
H30 0.754 4.419 1.489  0.000

Properties
HOMO level (alpha / beta) (eV): -19.3 / -19.3
Charge: +3
Multiplicity: 3
Kohn-Sham gap (alpha / beta) (eV): 8.1 / 8.9


Here is a 3-piece molecular cluster, H5O3 overall from the OMol25 dataset. Energies are from ωB97M-V/def2-TZVPD.

Last column: Mulliken spin population.
Geometry (Å):
O1 -0.614 0.615 0.912  0.969
H1 -1.515 0.355 1.207  -0.021
O2 -0.845 0.462 -1.745  0.044
H2 -1.747 0.120 -1.776  -0.003
H3 -0.629 0.379 -0.797  -0.011
O3 1.508 -0.996 0.707  0.031
H4 0.748 -0.400 0.806  -0.006
H5 2.062 -0.935 1.502  -0.004

Properties
HOMO level (alpha / beta) (eV): -11.3 / -11.3
Multiplicity: 2
Kohn-Sham gap (alpha / beta) (eV): 11.7 / 7.6


Here is an isolated molecule of C6H15N from the OMol25 dataset. Energies are from ωB97M-V/def2-TZVPD.

Last column: Löwdin charge in e.
Geometry (Å):
C1 -1.189 -1.705 -2.323  -0.065
C2 -0.982 -0.185 -1.765  -0.205
N1 -0.979 -0.322 -0.335  -0.109
C3 -0.148 0.604 0.407  -0.425
C4 -0.623 0.467 1.882  -0.081
C5 1.347 0.261 0.344  -0.220
C6 2.085 1.153 1.408  -0.116
H1 -0.378 -2.148 -2.889  0.048
H2 -2.057 -1.914 -3.001  0.064
H3 -1.469 -2.436 -1.595  0.035
H4 -1.713 0.437 -2.090  0.062
H5 -0.031 0.154 -2.069  0.086
H6 -1.423 -0.968 0.400  0.149
H7 -0.308 1.721 0.032  0.174
H8 -1.678 0.863 2.000  0.103
H9 -0.763 -0.524 2.147  0.045
H10 0.018 0.960 2.586  0.040
H11 1.588 -0.795 0.482  0.113
H12 1.821 0.657 -0.559  0.093
H13 3.059 0.814 1.627  0.037
H14 2.147 2.157 0.926  0.097
H15 1.676 0.750 2.384  0.076

Properties
HOMO level (eV): -8.0
SMILES: CCN[C@@H](C)CC
Kohn-Sham gap (eV): 9.1


Taking the records one at a time from the top gives ΔE to the lowest compared entry with this formula, charge and spin values of 5.9806; 1.8726; 0.0000; 0.1333; 2.9302 eV.
Taking the records one at a time from the top gives maximum force values of 0.0911; 0.0728; 0.0527; 0.0197; 0.1192 hartree/bohr.